The following is a quantum chemistry calculation of 19 unconnected molecules or ions with the total composition C40H66Cl24O14 in a non-equilibrium geometry, from the Open Molecules 2025 dataset.

XYZ file:
```
144
Properties=species:S:1:pos:R:3:forces:R:3:mulliken_charge:R:1
Cl 3.505 -5.821 -0.408 -0.2 -0.7 0.2 -0.181
Cl 0.072 -0.953 5.930 0.1 -0.2 0.2 -0.144
Cl -4.942 4.300 0.458 0.0 0.0 0.1 -0.175
Cl 3.441 1.722 6.152 0.4 -0.4 0.0 -0.128
Cl -0.395 -5.926 -0.390 0.0 0.3 0.0 -0.136
Cl 2.691 0.084 -4.165 -0.1 -0.5 0.0 -0.104
Cl 1.438 -0.578 -6.678 0.0 -0.6 0.4 -0.235
Cl -1.805 -6.557 2.013 -0.2 -0.4 1.0 -0.187
Cl 1.897 3.197 0.990 0.1 0.1 -0.1 -0.130
Cl 2.031 2.389 -1.842 -0.4 0.2 -0.2 -0.113
Cl -3.504 5.507 4.969 -0.6 0.4 0.4 -0.178
Cl -0.201 3.959 -5.873 0.1 -0.8 0.4 -0.200
Cl -1.193 5.607 3.181 -0.1 0.1 -0.4 -0.174
Cl -1.849 0.632 4.469 -0.2 0.4 -0.3 -0.037
Cl 1.064 2.627 4.668 0.2 -0.1 0.0 0.050
Cl 1.603 -4.909 4.814 0.3 0.1 0.5 -0.162
Cl 4.079 -3.575 1.350 -0.1 0.0 0.1 -0.189
Cl 1.374 -3.559 -2.689 1.1 0.4 0.0 0.069
Cl -0.589 1.778 -3.806 0.0 0.3 0.0 0.168
Cl -3.936 -3.062 2.560 0.3 -1.1 0.7 -0.161
Cl -6.468 -1.756 1.837 -0.2 -0.1 0.3 -0.203
Cl 0.445 -3.663 2.453 -0.1 0.4 -0.1 0.104
Cl -4.393 2.235 2.432 0.0 -0.2 0.4 -0.175
Cl -1.016 -2.796 -4.196 -0.3 0.6 -0.5 -0.186
O 1.688 -0.684 -0.156 -1.3 0.0 0.6 -0.014
O 3.877 4.686 4.629 1.1 -1.0 -0.3 -0.384
O -4.715 -0.203 -0.524 0.6 0.1 -1.0 -0.399
O 2.936 6.638 4.544 -1.6 2.4 0.6 -0.595
O -3.591 -3.557 -1.263 -0.6 -0.7 -0.9 -0.247
O 3.354 0.573 2.525 -1.4 -1.0 0.5 0.345
O 4.413 -2.044 -2.337 -0.9 -2.0 -0.7 -0.076
O -0.386 -1.538 -0.138 -0.8 -1.3 0.0 -0.151
O 5.282 1.456 2.050 1.7 2.0 -1.3 -0.579
O -2.615 2.762 -0.960 0.4 -0.7 0.4 0.616
O 4.916 -3.159 -4.165 -0.4 -0.6 -0.9 -0.589
O -4.268 3.133 -2.407 1.8 0.5 0.4 -0.629
O -5.621 0.622 -2.343 -0.4 -0.5 -0.3 -0.371
O -3.482 -5.055 -2.908 0.1 0.0 -0.4 -0.322
C 2.811 -0.677 3.133 2.5 0.2 -0.2 1.072
C -3.419 -0.083 -2.628 -0.5 0.3 0.4 1.823
C 1.151 -5.128 3.155 0.4 -0.4 -1.1 -0.244
C 0.520 -0.631 0.196 0.0 1.2 -0.2 -0.138
C 6.119 -1.120 -3.652 0.9 0.0 0.7 -0.416
C -2.227 4.616 4.232 0.7 -1.2 -0.7 0.679
C -0.235 0.420 1.036 0.8 -0.5 0.1 2.036
C -1.557 3.477 -0.321 0.4 1.7 0.1 0.210
C 5.095 -2.202 -3.484 0.8 -0.4 0.7 0.276
C -4.023 -5.168 -4.242 -0.4 -1.5 0.2 -0.438
C -4.996 -4.036 -4.405 0.4 1.7 -2.6 -0.398
C 4.685 0.603 2.595 -1.1 -1.0 0.4 0.171
C -3.244 3.514 -1.861 -1.3 -0.1 -0.3 -0.078
C 4.797 3.815 3.808 -1.9 0.6 1.3 0.046
C -4.707 -1.666 1.877 -0.5 -0.3 -0.6 1.418
C -0.296 -3.825 -2.979 -1.4 -0.8 1.5 0.044
C -1.694 0.166 0.828 -1.4 0.4 -0.4 2.127
C -0.651 2.247 -5.500 0.1 0.0 -0.9 -0.144
C -1.720 4.987 -0.728 0.2 -1.4 1.0 -0.881
C -3.969 0.206 -3.995 0.0 -1.4 -1.1 0.159
C 1.942 2.595 6.206 -0.4 1.2 0.2 -0.787
C 3.508 5.798 3.967 1.6 -2.3 -1.3 0.522
C -2.542 4.845 -1.967 0.8 -1.6 0.1 -0.650
C 5.223 -0.560 3.329 -0.1 -1.4 0.6 -0.602
C -4.599 0.064 -1.706 -0.3 0.6 1.1 0.107
C 5.177 4.634 2.614 0.0 0.0 -2.0 -0.268
C -1.412 -0.997 4.992 0.5 0.6 -0.6 0.052
C -1.736 -1.312 0.500 1.7 1.0 -2.1 1.404
C -5.352 0.776 -3.742 -0.2 1.2 -0.3 -0.719
C 4.696 -0.893 -1.648 0.6 2.0 0.4 0.686
C 4.010 5.661 2.517 0.7 0.3 0.3 -0.218
C -5.124 2.595 0.877 -0.2 -0.7 -0.8 0.975
C 4.007 -1.130 4.065 -1.2 -0.1 -0.8 -0.584
C -4.070 -4.039 -2.278 1.0 1.7 1.6 0.344
C -1.797 -5.511 0.631 1.6 0.7 0.4 0.842
C 2.202 -1.270 -5.198 -0.4 0.3 -0.4 0.449
C 3.097 -4.150 -0.025 2.1 -0.1 -0.7 1.760
C -5.291 -3.563 -3.025 -0.7 -1.0 1.1 0.034
C 5.945 -0.293 -2.372 0.7 -0.4 1.1 -0.637
C 2.777 2.296 -0.250 -0.9 -0.6 -0.1 -0.013
H -0.579 3.124 -0.619 0.0 -0.4 -0.3 -0.218
H -3.199 -5.131 -4.952 0.0 -0.2 0.1 0.278
H 2.803 1.247 -0.010 -0.1 -0.2 0.4 -0.677
H 3.826 -0.226 -1.785 0.4 -0.2 0.6 -0.581
H -4.513 -3.194 -5.018 -0.4 -1.0 1.1 -0.012
H 1.940 -0.438 3.712 -0.5 0.2 0.0 -0.501
H 6.840 -0.418 -1.736 -0.4 0.0 -0.2 0.334
H -0.835 -3.685 -2.008 0.4 0.0 -1.1 -0.508
H 4.359 6.623 2.150 -0.1 0.1 0.0 0.365
H 6.150 5.157 2.693 -0.6 -0.3 0.3 0.372
H -4.710 1.876 0.151 0.2 0.9 0.2 -1.064
H -0.059 0.067 2.055 0.6 0.6 0.4 -0.508
H 5.579 3.592 4.525 0.2 -0.5 -0.3 0.332
H -1.832 4.720 -2.762 -0.1 0.4 -1.2 0.195
H -4.423 -1.631 0.846 0.3 0.3 -0.2 -1.009
H -1.660 2.161 -5.864 -0.4 0.0 0.2 0.265
H 0.397 -5.896 3.095 -0.1 -0.1 0.0 0.136
H 5.263 3.975 1.679 -0.2 0.9 1.4 0.047
H -4.033 -0.680 -4.643 0.0 -0.1 0.4 0.075
H -2.679 0.679 -2.443 0.3 0.1 0.8 -1.175
H 6.128 -0.358 3.905 -0.3 0.3 0.1 0.410
H -5.321 1.856 -3.917 -0.4 -0.3 -0.1 0.348
H -1.520 4.255 4.976 -0.4 -0.2 0.1 0.110
H -4.575 -6.136 -4.291 0.7 0.5 -0.1 0.285
H -0.036 1.536 -6.068 0.1 0.6 0.3 -0.023
H -6.125 -4.080 -2.496 0.3 0.2 -0.6 0.342
H 2.006 -5.396 2.504 -0.3 0.2 0.7 0.162
H 3.489 -3.644 -0.915 -0.8 0.5 0.5 -1.081
H -3.294 0.845 -4.537 0.0 0.6 -0.1 -0.360
H 4.138 2.974 3.548 0.7 0.1 0.1 -0.187
H 1.564 -1.991 -4.695 -0.5 0.7 0.1 -0.494
H -5.495 -2.514 -2.924 0.2 0.5 0.2 -0.076
H 3.741 2.680 -0.364 1.4 0.7 0.2 0.856
H -3.316 5.517 -2.070 -1.1 2.0 -0.8 0.466
H -2.183 0.769 0.035 0.6 -0.5 0.2 -1.759
H -5.819 -4.321 -5.060 -0.3 -0.1 0.4 0.422
H -2.662 3.786 3.623 0.5 0.8 0.6 -0.476
H 3.955 -2.225 4.234 0.3 0.7 -0.1 0.393
H 0.067 1.446 0.869 0.3 -0.1 0.2 -0.959
H -1.813 -1.995 1.296 0.0 -0.7 1.1 -0.744
H 5.541 -1.265 2.572 0.1 -0.3 -0.4 0.187
H 2.171 3.624 6.485 0.1 -0.1 -0.3 0.406
H 4.873 -1.168 -0.587 -0.2 0.5 -0.6 -0.033
H -2.426 -1.559 -0.289 -0.4 -0.2 0.0 -0.710
H -4.403 -0.832 2.462 0.1 0.8 0.2 -0.029
H -1.618 3.433 0.755 -0.3 -0.6 0.4 -0.036
H -2.239 5.514 0.052 -0.3 0.2 0.3 0.288
H 7.173 -1.528 -3.720 -1.4 0.2 -0.1 0.268
H 3.205 5.336 1.861 -0.1 -0.1 0.2 -0.067
H -0.734 5.426 -0.820 0.0 0.2 -0.4 0.469
H -1.775 -4.460 0.931 0.3 -0.3 -0.1 -0.964
H 1.293 2.195 6.962 -0.2 -0.5 0.1 0.482
H -2.270 0.429 1.716 0.1 -0.2 0.1 -0.185
H 2.665 -1.390 2.307 -0.3 0.3 0.4 -0.400
H -0.412 -4.847 -3.318 -0.1 0.0 0.0 0.515
H 3.027 -1.863 -5.511 1.0 0.0 -0.3 0.313
H -6.164 0.297 -4.308 0.3 0.2 0.2 0.367
H 3.854 -0.601 4.990 0.1 -0.1 0.5 0.203
H 5.879 -0.630 -4.580 0.1 0.5 -0.3 0.206
H -2.659 -5.707 0.104 -1.7 -0.3 -1.3 0.340
H -6.178 2.377 0.892 -0.3 0.1 0.4 0.516
H -3.012 -1.046 -2.441 0.6 -0.9 -0.2 0.010
H 5.847 0.765 -2.495 -0.2 0.6 -0.4 0.403
H -1.277 -1.618 4.120 0.1 -0.2 -0.1 -0.387
H -2.238 -1.302 5.570 -0.6 -0.7 0.8 0.520
H 2.077 -4.083 0.241 -1.0 0.3 -0.1 -0.275
```
Positions in Å, forces in eV/Å.

Output
calculated total energy: -13661.79542 Eh
HOMO: -9.846 eV
spin multiplicity: 1
gap between HOMO and LUMO: 10.004 eV
E_LUMO: 0.16 eV